13
Properties=species:S:1:pos:R:3:forces:R:3:nbo_charge:R:1 method="wB97M-V/def2-TZVPD" smiles="[H]/N=C1/OCSN1C" e_homo_ev=-8.5 de_lowest_kj_mol=216.20 homo_lumo_gap_ev=9.11 e_tot_ev=-19069.926 total_charge=0
H -2.20501 -0.81137 0.08161 0.247 0.052 0.078 0.35
N -1.42389 -1.43927 -0.07131 0.068 -0.554 -0.341 -0.72
C -0.29606 -0.88307 -0.07638 -0.451 1.362 0.315 0.67
O 0.83078 -1.54777 -0.38847 0.995 -0.309 0.345 -0.48
C 1.98289 -0.86034 0.15810 -0.783 -0.355 0.971 -0.24
S 1.62847 0.86001 -0.19088 -0.464 0.297 -0.110 0.37
N -0.03523 0.48466 0.24201 -0.023 -0.416 -0.417 -0.60
C -1.13517 1.40719 -0.12236 1.567 1.437 -0.380 -0.42
H 1.96959 -1.02766 1.27082 0.136 0.143 -0.974 0.20
H 2.93026 -1.21710 -0.26986 -0.623 0.136 -0.103 0.23
H -0.77685 2.49130 -0.17367 -0.229 -1.581 0.135 0.22
H -1.89378 1.38410 0.62735 -0.505 -0.125 0.611 0.21
H -1.57599 1.15932 -1.08696 0.065 -0.085 -0.130 0.20